# 1
# C16H32O20S2Y

C16H32O20S2Y as an isolated structure in a non-equilibrium geometry (ωB97M-V/def2-TZVPD, the Open Molecules 2025 dataset).

Values from the calculation:
- gap between HOMO and LUMO (hartree) = 0.230
- LUMO energy (eV) = 1.732
- energy above the lowest of the compared OMol25 structures with the same formula, charge and spin (kcal/mol) = 116.7

ORCA input file:
```
! wB97M-V def2-TZVPD RIJCOSX def2/J DEFGRID3
* xyz -1 1
O -0.606 0.840 1.288
O -1.678 3.234 -0.536
C 4.194 -0.017 -2.218
H 1.212 0.317 5.211
H 5.123 2.970 2.005
O 1.274 -2.644 -1.823
S -0.802 4.389 -0.624
H 0.182 -1.472 2.945
H 2.074 -5.496 1.032
H -3.135 2.436 1.386
Y -0.429 1.504 -1.006
H -6.628 0.499 0.965
H 1.518 -0.204 2.668
O 1.857 1.662 0.079
H 2.941 -3.587 -0.268
H 5.258 -0.242 -2.286
S 0.076 1.433 -3.842
C 0.853 -1.818 -0.789
H 5.246 1.217 1.707
C 3.018 1.742 0.490
O 0.967 1.484 -2.673
C -3.010 -1.305 -2.694
C 0.727 -0.600 3.306
O -0.411 0.331 3.457
H 0.751 -4.713 -0.014
O -1.141 5.108 -1.819
C 4.710 1.992 2.254
C -2.684 2.708 2.341
H 3.017 -3.281 1.441
O -0.895 5.131 0.649
O 0.434 3.624 -0.759
O -3.770 -1.230 -1.555
O 1.414 -2.265 0.387
O -0.266 2.767 -4.313
H -5.077 -2.206 0.237
O -2.584 0.619 -0.854
H -7.367 -1.118 0.971
C 0.902 -2.376 -3.095
H 0.868 -4.565 1.713
C -0.988 0.913 2.426
C 1.036 -0.669 4.781
H 3.727 -0.769 -1.581
O -1.051 0.921 -3.088
H -5.264 -1.384 1.806
O 0.494 0.618 -4.910
H 3.093 1.807 -1.998
H 4.634 1.740 3.312
C -5.308 -1.259 0.725
H 3.734 -0.058 -3.205
O 0.044 -0.901 -0.812
H -3.226 -2.343 -2.946
O 3.374 1.935 1.789
O 4.171 1.637 -0.275
C 4.070 1.459 -1.663
H -1.953 3.512 2.264
O -2.061 1.559 2.927
H -3.522 -0.649 -3.399
H 1.315 -3.167 -3.722
C -6.628 -0.480 0.485
H -1.922 -1.234 -2.699
H -0.169 -2.288 -3.274
H 4.844 2.048 -2.156
H 1.420 -1.506 -3.499
H 0.381 -1.313 5.367
O -4.296 -0.265 0.367
H -3.541 3.222 2.776
C 1.466 -4.620 0.804
C 2.322 -3.398 0.609
C -3.465 -0.218 -0.725
H -6.825 -0.474 -0.587
H 1.961 -1.243 4.735
*
```

***

# 2
# C16H32O22S4

A 6-piece molecular cluster, C16H32O22S4 overall in a non-equilibrium geometry (ωB97M-V/def2-TZVPD, the Open Molecules 2025 dataset).

Values from the calculation:
- gap between HOMO and LUMO (hartree) = 0.390
- LUMO energy (eV) = 0.126
- SMILES = O=S1(=O)OCCO1.O=S1(=O)OCCO1.O=S1(=O)OCCO1.O=S1(=O)OCCO1.CCOC(=O)OC.CCOC(=O)OC
- energy above the lowest of the compared OMol25 structures with the same formula, charge and spin (kcal/mol) = 92.1

ORCA input file:
```
! wB97M-V def2-TZVPD RIJCOSX def2/J DEFGRID3
* xyz 0 1
C 3.827 1.189 6.281
C 4.196 2.054 4.983
H -0.098 -1.472 -5.226
H -1.587 -1.133 6.679
H -4.595 -2.282 1.982
H -2.696 -4.321 1.161
O 0.816 1.739 4.474
C -1.107 -1.392 -4.819
O -2.551 -3.675 -2.282
H 0.929 -5.502 -4.519
C -3.862 -3.016 2.318
H -4.443 -3.768 2.852
O 5.514 3.933 -1.657
H 4.297 1.394 4.121
C -2.973 -1.870 4.192
H -0.524 -0.203 5.726
O -0.765 -4.527 -4.000
H 0.877 -6.277 -2.444
O -1.742 2.937 -6.291
H 4.116 0.139 6.224
H 0.932 4.660 -1.933
H 1.532 0.523 1.658
H 0.667 1.667 0.564
H -1.690 -1.641 -5.705
S -1.597 -4.744 -2.632
H -0.282 -0.263 2.606
O -1.270 -0.646 0.833
H 4.246 1.460 7.249
H -4.193 -3.768 0.339
O 4.189 2.167 -0.421
H 2.650 6.027 -0.940
C 2.440 5.144 -0.336
H 1.249 3.401 -0.785
O -2.015 -6.172 -2.534
H -2.771 -2.704 0.596
S 1.677 2.351 5.507
C -1.672 4.327 -6.409
O 3.131 3.019 4.933
C 1.722 4.222 -1.324
S 4.264 3.513 -1.006
H 1.827 5.607 0.436
S -0.262 -1.377 -0.288
C 0.904 -5.188 -2.441
H -2.471 4.865 -5.899
O 2.406 1.214 6.379
O 0.917 3.290 6.320
H -1.354 -2.200 -4.131
O -1.712 2.795 -4.028
O -2.791 -2.466 3.024
O -1.750 -1.376 4.604
H -0.523 0.441 -3.804
H 1.087 -3.723 -4.149
H -1.333 0.952 1.937
O 1.032 -0.359 -0.058
H -2.295 0.134 -3.625
C -0.599 0.192 1.668
C -1.613 2.261 -5.167
O -4.064 -1.774 4.769
O 3.702 4.673 0.043
H -1.590 4.613 -7.458
H -0.767 4.722 -5.947
H 5.127 2.547 5.262
H 1.778 -4.753 -1.957
O 0.197 -2.721 0.128
C 0.608 -4.668 -3.895
O -0.714 -1.223 -1.656
C -1.420 0.030 -4.267
C -1.542 -0.594 5.733
O 2.912 3.856 -2.041
C -3.391 -3.492 1.024
H -2.176 0.292 5.729
C 0.753 0.635 0.903
O -0.186 -4.613 -1.784
O -1.535 0.918 -5.380
*
```

***

# 3
# C16H32O2P2Pb

C16H32O2P2Pb as an isolated structure in a non-equilibrium geometry (ωB97M-V/def2-TZVPD, the Open Molecules 2025 dataset).

Values from the calculation:
- gap between HOMO and LUMO (alpha / beta) (hartree) = 0.229 / 0.224
- LUMO energy (alpha / beta) (eV) = -6.976 / -7.109
- energy above the lowest of the compared OMol25 structures with the same formula, charge and spin (kcal/mol) = 0.0

ORCA input file:
```
! wB97M-V def2-TZVPD RIJCOSX def2/J DEFGRID3
* xyz 2 1
C -0.850 -2.024 0.665
H 0.040 -1.013 -4.031
C 0.074 1.720 0.148
P 0.310 1.929 -1.653
H -2.822 -1.441 1.164
H -1.320 -3.712 -1.427
C 0.516 -1.348 5.146
C -1.281 2.609 -2.191
H 1.654 3.803 -1.011
H 0.369 2.732 0.523
C -1.126 -3.047 -2.281
H -1.082 1.261 5.647
Pb 1.592 0.435 4.274
H 2.462 -1.626 -2.544
H 2.492 2.763 -2.207
H -1.284 -0.331 -3.130
H 2.315 -0.937 0.479
H 2.138 -3.231 -1.831
H -2.031 2.254 0.670
H 0.996 -2.664 0.109
C -1.807 -1.015 1.060
C 0.604 0.772 -3.029
H 1.857 1.237 1.232
H 1.212 -1.826 5.866
H -1.539 -0.620 2.055
C 1.728 -2.441 -2.475
H -0.905 -3.027 1.077
C -0.352 1.770 6.355
H -0.410 -1.013 5.651
H -2.895 0.223 -0.407
H 1.543 -2.846 -3.476
H -0.743 -3.623 -3.135
H -1.076 3.159 -3.117
C 1.528 3.215 -1.931
C 1.372 -0.521 0.069
H -1.691 3.282 -1.424
O -0.738 2.378 7.344
C 0.959 0.673 0.916
H 0.433 0.315 1.818
O 0.917 1.647 5.991
C -1.869 0.158 -0.023
C -0.203 -0.526 -3.070
P 0.126 -1.858 -1.872
H 1.660 -0.203 -0.962
H 0.295 -2.024 4.299
H 0.303 1.362 -3.915
H 1.680 0.585 -3.141
C -1.361 1.450 0.360
C 0.384 -1.765 -0.070
H -2.059 -2.537 -2.555
H -1.255 -0.178 -0.894
H -2.014 1.807 -2.370
H 1.157 3.857 -2.746
*
```

***

# 4
# C16H32O8S3

A 4-piece molecular cluster, C16H32O8S3 overall (ωB97M-V/def2-TZVPD, the Open Molecules 2025 dataset).

Values from the calculation:
- gap between HOMO and LUMO (hartree) = 0.338
- LUMO energy (eV) = 0.602
- energy above the lowest of the compared OMol25 structures with the same formula, charge and spin (kcal/mol) = 9.6

ORCA input file:
```
! wB97M-V def2-TZVPD RIJCOSX def2/J DEFGRID3
* xyz 0 1
O -0.055 -1.145 -3.642
H -0.467 -3.313 2.082
H -2.392 -2.774 -3.011
C -1.446 -3.310 -3.035
H 1.230 -3.646 -3.782
H 4.858 -0.360 0.060
H -5.346 1.349 1.588
H -7.329 1.112 -1.651
H 4.602 0.100 -1.612
H 0.824 2.040 -2.671
H 3.008 1.765 -2.096
O 2.814 -0.821 1.464
C -5.184 0.340 1.206
H -5.896 -0.359 1.645
H 0.817 0.451 -2.002
H 5.733 3.289 0.942
S -1.279 -1.122 2.398
C -7.045 0.988 -0.608
O -0.167 2.447 1.527
C 0.935 1.496 -1.735
O 2.406 -0.774 -0.722
H 2.502 2.620 -0.661
H 1.441 0.621 1.140
H 5.688 2.189 -1.180
H -0.986 2.432 -1.392
H 0.418 4.529 0.821
C 2.529 0.553 1.090
S -5.363 0.354 -0.575
H 2.124 -2.726 -2.536
H -1.559 0.739 3.819
C 0.041 2.746 0.381
C 4.457 0.432 -0.582
C 5.209 1.714 -0.329
O -2.726 -1.477 2.328
S -0.160 -2.154 -2.551
C 2.365 1.689 -1.214
H -4.173 0.006 1.432
C 2.935 0.539 -0.371
H 0.647 -2.352 3.072
C -1.035 -0.209 3.921
O 0.536 3.958 0.047
H -1.444 -0.782 4.754
C 5.358 2.276 0.861
H 1.117 -4.105 -2.046
C -0.398 -2.599 2.899
H -7.074 1.950 -0.097
H -1.472 -4.136 -2.325
C -0.251 1.872 -0.806
O -4.489 1.445 -1.087
H 5.153 1.731 1.776
H -0.764 0.985 -0.434
H -0.863 -3.006 3.797
C 2.362 -1.528 0.402
C 1.216 -3.283 -2.754
H 2.987 1.299 1.730
H 0.030 -0.025 4.059
O 1.975 -2.651 0.436
H -7.710 0.272 -0.127
H -1.245 -3.670 -4.044
*
```

***

> Among the records above, which one has the lowest energy above the lowest of the compared OMol25 structures with the same formula, charge and spin?

C16H32O2P2Pb

***

> What is the formula in the second record?

C16H32O22S4

***

> Among the records above, which one has the highest energy above the lowest of the compared OMol25 structures with the same formula, charge and spin?

C16H32O20S2Y